# 1
{"formula": "C29H43BCaF5N7O2PSi", "method": "ωB97M-V/def2-TZVPD", "lumo_energy_ev": 2.2, "orbital_gap_ev": 5.2, "fmax_ev_per_a": 0.4, "homo_energy_ev": -3.00, "charge": -1, "symbols": ["C", "C", "H", "C", "H", "H", "Si", "C", "H", "H", "H", "C", "C", "C", "C", "H", "Ca", "N", "C", "C", "H", "H", "H", "H", "H", "H", "H", "C", "F", "C", "N", "H", "C", "H", "N", "H", "H", "H", "F", "H", "H", "C", "F", "C", "N", "C", "H", "C", "C", "F", "P", "O", "H", "H", "N", "C", "H", "C", "H", "H", "H", "H", "O", "C", "B", "H", "H", "C", "C", "H", "H", "H", "N", "C", "H", "H", "H", "H", "C", "C", "C", "H", "H", "C", "H", "H", "F", "C", "N", "H"], "coordinates": [[0.4013, 5.0432, -1.3598], [-1.7307, -1.1089, -3.1399], [0.1050, -3.0886, 4.1680], [1.6969, 4.5261, -1.4075], [2.1799, -0.6775, -3.9258], [4.1808, -0.0719, -3.8695], [-2.7932, 2.7892, 0.9869], [1.9341, 3.3289, -0.7522], [0.2320, 2.2035, -2.7892], [-2.9798, -4.2787, 2.2481], [-0.5127, -5.1552, -0.7002], [-1.3630, -0.9466, 3.4929], [-0.3158, 3.1462, -0.0401], [-1.7033, 1.2902, -2.8394], [-3.9402, -1.9925, -0.0556], [-2.3034, -2.0224, -3.2325], [0.5022, 0.4909, 0.6693], [-0.6144, -3.5648, 0.6429], [-2.8663, 4.2927, 2.1195], [4.6614, -0.3098, -2.9376], [-3.3951, 0.4219, 1.4027], [-4.6865, 1.5072, 1.9355], [3.5777, 2.3624, -1.7531], [-4.8216, -1.5739, 0.4399], [4.0529, 3.4057, -0.4182], [-1.5972, 4.7925, -0.6595], [7.7323, -0.8270, -1.5369], [-0.9807, -4.1709, -0.6293], [2.6117, 1.4475, 2.5568], [0.3765, 0.0771, -3.0684], [-1.1829, 2.3507, 0.6021], [-2.0602, -4.2943, -0.6955], [6.6625, -0.7409, -1.6247], [-4.4985, -3.3689, 2.3129], [0.9677, 2.6770, -0.1061], [1.0908, -2.9358, 1.7184], [-3.8912, 4.4897, 2.4448], [3.3251, 1.8348, -0.0806], [-3.7393, 0.0961, -2.9464], [-1.5193, -0.1199, 2.8022], [-0.6419, -3.5688, -1.4792], [-0.8085, -3.3135, 3.6107], [3.3484, -0.4091, 3.7231], [2.4985, -0.3547, -1.8398], [6.9006, -1.8704, 1.6477], [3.2970, 2.6927, -0.7500], [-2.2565, 4.1186, 3.0082], [4.4452, -0.9465, -0.6033], [0.8409, -3.4368, 0.7853], [1.4866, 0.7311, 4.4353], [-1.5120, -2.2710, 1.1615], [1.7626, -0.5544, -0.8160], [1.2863, -4.4337, 0.7888], [-2.4904, 5.1944, 1.6348], [3.8042, -0.5184, -1.8061], [6.3848, -1.4931, 0.6923], [-0.4887, -0.7194, 4.1028], [-3.7167, -3.7496, 1.6469], [-4.2814, -2.6830, -0.8364], [6.5912, -0.2084, -3.7111], [0.1839, -2.0405, -3.3180], [-1.6092, -3.5116, 4.3334], [-1.2519, -0.9740, 0.4702], [-0.5984, 4.3846, -0.6892], [2.2734, 0.3538, 3.3568], [1.2693, -2.8507, -0.0337], [-0.6423, -4.2076, 3.0149], [-0.3139, 1.2703, -2.8907], [-3.9376, 3.1318, -0.4750], [-4.1745, -4.4748, 0.9647], [-2.2488, -1.0222, 4.1346], [-3.3867, -1.1790, -0.5194], [-3.0910, -2.6783, 0.9042], [-3.6032, 1.3674, 1.9079], [0.1790, 5.9819, -1.8565], [-3.5911, 3.9350, -1.1268], [2.2736, 1.0085, -3.4791], [3.7907, -1.1674, 0.2218], [1.8747, 0.0408, -3.1534], [6.0136, -0.4008, -2.8142], [-2.3809, 0.0963, -2.9749], [-3.2510, 1.2917, 2.9380], [-4.9234, 3.4191, -0.0979], [-0.3480, -1.1052, -3.1855], [-4.0692, 2.2374, -1.0848], [-2.2454, 2.2134, -2.6895], [1.4065, -0.4704, 2.4790], [5.8032, -1.0331, -0.5452], [-1.1437, -2.1883, 2.7601], [2.4962, 5.0411, -1.9221]], "mulliken_charge": [-0.791, -0.559, 0.293, -0.908, 0.659, 0.347, -0.105, 0.584, 0.325, 0.288, 0.372, -0.586, 0.409, -0.670, -0.663, 0.401, 2.253, 0.053, -1.127, -0.755, -0.016, 0.460, 0.205, 0.249, 0.584, 0.326, 0.436, -0.629, -0.364, -0.298, 0.191, 0.254, -0.993, 0.292, -0.071, 0.203, 0.365, -0.030, -0.466, -0.385, -0.032, -1.190, -0.335, -0.439, -0.610, -1.295, 0.304, -0.816, -0.802, -0.402, -0.684, 0.603, 0.439, 0.314, 0.383, -0.051, 0.310, -1.215, 0.295, 0.372, 0.412, 0.295, -0.694, -0.516, 0.358, 0.044, 0.430, 0.017, -1.124, 0.390, 0.357, -0.139, 1.068, -0.809, 0.377, 0.352, 0.519, 0.524, -1.505, -0.321, 0.322, 0.248, 0.467, -0.069, 0.244, 0.581, -0.256, 0.889, 0.801, 0.453]}

***

# 2
{"formula": "C5H10O2", "method": "ωB97M-V/def2-TZVPD", "lumo_energy_ev": 1.1, "orbital_gap_ev": 10.7, "fmax_ev_per_a": 0.4, "homo_energy_ev": -9.67, "smiles": "C1COC1.CC=O", "symbols": ["H", "H", "C", "H", "C", "O", "H", "C", "C", "H", "H", "H", "O", "H", "H", "H", "C"], "coordinates": [[1.9302, -0.5315, -1.4190], [0.9412, -1.0656, 1.9102], [-1.0905, -0.1282, 1.8911], [0.8321, 0.4350, 2.8819], [0.4398, -0.0965, 2.0061], [-0.3701, -1.6767, -1.6646], [-1.5145, -1.1124, 1.6841], [-0.8627, 0.7237, 0.6401], [-0.0829, -0.6009, -2.1342], [-1.6425, 0.3572, 2.6971], [-1.1780, 0.2356, -0.2828], [-0.8654, 0.0193, -2.6249], [0.5644, 0.6880, 0.8062], [1.6973, -0.0268, -3.1242], [1.2286, 1.0636, -1.8087], [-1.2445, 1.7500, 0.6625], [1.2852, 0.0126, -2.1093]], "mulliken_charge": [0.252, 0.238, -0.616, 0.229, -0.265, -0.498, 0.226, 0.006, 0.078, 0.257, 0.037, 0.406, -0.394, 0.374, 0.231, 0.272, -0.831]}

***

# 3
{"formula": "C2H8NO3", "method": "ωB97M-V/def2-TZVPD", "lumo_energy_ev": -4.1, "orbital_gap_ev": 9.3, "fmax_ev_per_a": 2.0, "homo_energy_ev": -13.42, "charge": 1, "symbols": ["H", "C", "H", "H", "H", "H", "O", "O", "N", "H", "H", "H", "C", "O"], "coordinates": [[1.9804, 1.6420, -0.1549], [1.3949, 0.6936, -0.4108], [-0.2904, 0.1432, -1.6220], [0.5903, 1.5413, -2.1501], [1.1720, 0.3950, 0.6116], [-4.5553, -1.6017, 3.4787], [-4.9961, -0.9856, 4.0663], [2.3341, 0.1484, -2.4984], [0.2271, 0.9789, -1.3510], [3.2148, -1.7810, -1.4799], [-0.4937, 1.5462, -0.9064], [-5.7363, -1.3646, 4.5415], [2.2567, -0.1823, -1.3383], [2.9012, -1.1733, -0.7864]], "mulliken_charge": [0.291, -0.436, 0.337, 0.389, 0.364, 0.314, -0.644, -0.511, -0.348, 0.383, 0.349, 0.330, 0.579, -0.397]}

***

# 4
{"formula": "C2H10N4", "method": "ωB97M-V/def2-TZVPD", "lumo_energy_ev": [3.4, 3.3], "orbital_gap_ev": [1.9, 8.5], "fmax_ev_per_a": 5.0, "homo_energy_ev": [1.56, -5.16], "charge": -1, "multiplicity": 2, "symbols": ["H", "N", "H", "H", "H", "H", "H", "H", "N", "N", "H", "C", "H", "H", "C", "N"], "coordinates": [[-4.2808, -0.8621, -1.1910], [-3.6297, -1.1022, 0.7200], [1.5028, -0.8625, -0.3606], [-2.8793, -0.9688, 1.5011], [0.8486, 0.5105, -0.0090], [-2.0255, -0.2344, -1.8232], [2.7821, 0.7901, 1.5481], [-4.1828, -1.9197, 0.9514], [1.5322, -0.1662, 0.3778], [-2.1128, -0.7505, -0.9024], [3.4197, 2.4641, 0.2517], [-3.3738, -0.9427, -0.5602], [3.6002, -0.0917, 0.4515], [3.1875, 1.7498, -1.1962], [2.7869, 0.5541, 0.5399], [2.8246, 1.8323, -0.2991]], "mulliken_charge": [0.900, -0.367, 0.249, 0.249, 0.244, 0.312, 0.325, 0.897, -0.583, 0.045, 0.280, -2.883, 0.331, 0.246, -0.566, -0.680]}

***

# 5
{"formula": "C56H47N7O9PTi", "method": "ωB97M-V/def2-TZVPD", "lumo_energy_ev": [-0.6, -0.9], "orbital_gap_ev": [5.9, 7.1], "fmax_ev_per_a": 1.9, "homo_energy_ev": [-6.55, -8.05], "multiplicity": 2, "symbols": ["C", "C", "C", "C", "C", "C", "H", "H", "C", "C", "C", "H", "C", "H", "N", "C", "C", "O", "H", "H", "C", "C", "N", "N", "H", "C", "C", "C", "H", "H", "H", "H", "H", "H", "C", "C", "H", "C", "C", "C", "H", "H", "Ti", "C", "C", "C", "N", "C", "H", "C", "C", "C", "C", "N", "O", "H", "H", "C", "H", "H", "C", "H", "H", "C", "O", "C", "C", "H", "C", "C", "C", "H", "H", "H", "H", "H", "H", "O", "C", "C", "C", "H", "H", "H", "O", "H", "C", "H", "O", "H", "C", "C", "C", "H", "H", "H", "C", "C", "N", "O", "C", "C", "C", "H", "H", "H", "H", "H", "C", "C", "C", "C", "C", "P", "N", "H", "H", "C", "O", "H", "O"], "coordinates": [[1.7216, -2.8208, 6.0448], [-0.6959, -3.9382, 1.8117], [0.9724, 3.4187, -2.1386], [4.2000, -1.1152, 1.9232], [4.9083, -2.6163, 0.0527], [-5.3075, -1.9633, 0.6989], [-1.0736, -1.3110, -1.8899], [-3.5492, -1.4378, -4.9381], [4.8922, 0.4754, -1.3603], [-2.5791, 0.0971, 1.8975], [-2.4080, 1.9502, -3.8493], [3.3703, 2.0141, 2.7473], [-4.1205, -1.8979, -4.1394], [0.3211, -0.6753, 3.8655], [-1.1970, 5.7142, 0.0127], [2.5548, -2.5305, 0.5736], [-3.0218, 0.2875, 3.1802], [0.7879, 1.0562, -1.7000], [5.1027, -0.5534, 1.6742], [1.8330, -3.0056, 7.1075], [3.3631, -3.8864, -1.2667], [-0.9543, -2.4456, -0.0983], [-3.8011, -0.3709, -0.2068], [-1.3558, 0.5840, 1.4434], [-3.7815, -0.2805, -2.7600], [-3.5614, -0.5895, 1.0099], [4.6643, -3.4922, -0.9925], [2.2996, -3.6833, 5.1266], [-6.3156, -1.8507, 1.0880], [2.8341, -4.5579, 5.4874], [-5.9284, -4.6736, -3.4453], [2.0584, 3.2803, 0.3243], [-5.8164, -0.3440, -0.6526], [-2.1989, 1.8291, -4.9073], [1.5896, 4.3796, -2.8992], [1.3326, 5.7241, -2.6867], [-5.0864, -3.0161, 0.5405], [2.3215, -3.4170, -0.4794], [-0.2152, 5.1844, -0.9537], [3.8720, -2.1040, 0.8293], [2.2754, 4.0711, -3.6743], [-1.0411, 0.4321, -3.2740], [-0.3125, 0.7233, -0.3146], [0.6729, 1.7269, 2.0502], [-3.3221, 2.9130, -3.3995], [-5.0349, -1.1016, -0.5472], [-1.9300, 1.2599, -1.6040], [-3.5386, 2.9873, -2.0165], [2.8456, 0.1749, -0.8191], [-1.7510, 1.1693, -2.9319], [3.6560, 1.9210, 0.1171], [2.8047, -4.5649, 2.8674], [3.7150, 0.7971, -0.6942], [1.9927, 6.7335, -3.5182], [-1.8724, 4.9435, 0.6701], [5.4855, -3.8582, -1.5988], [0.4887, -1.0714, 6.2835], [-0.2581, -2.8436, 1.0656], [2.9510, 3.7250, 2.4919], [-3.7726, 3.7011, -5.2441], [-2.2860, 1.0381, 4.1083], [6.8515, 3.0134, -0.2698], [-0.1459, -4.2437, 2.6950], [1.4902, -2.3657, 3.2786], [-4.3827, -1.4534, 1.6764], [-0.4747, -1.3183, -0.9769], [-4.2440, -1.2472, -2.9211], [0.5616, -1.4974, -1.2762], [-1.0863, 1.5409, 3.7002], [2.6489, 2.6998, 2.3043], [-2.0794, -3.1925, -0.4595], [-2.9863, 2.2354, -0.1167], [5.9246, -2.2987, 0.2625], [-0.4483, 2.1192, 4.3525], [3.8312, -4.3161, 2.5858], [4.3593, -1.6174, 2.8826], [3.1570, -4.5616, -2.0891], [1.7319, 7.9081, -3.3117], [-4.9451, -1.8342, -1.8693], [2.4076, 2.3803, 0.8328], [1.2926, 1.9987, -2.4965], [-4.5625, 4.4686, -3.9229], [-2.1552, -5.5010, 2.0225], [-2.6625, 1.2052, 5.1088], [-1.3029, 6.9317, 0.1002], [0.2095, 7.1684, -1.5903], [5.9739, 2.3865, -0.3927], [-4.2299, 3.7126, -1.6002], [1.9447, 1.7249, -3.4705], [1.3145, -3.7690, -0.6726], [0.9850, -1.7390, 5.5875], [6.0256, 1.2568, -1.2039], [4.7941, 2.7200, 0.2535], [6.9420, 0.9987, -1.7217], [3.3834, -0.4033, 2.0656], [-4.6097, -3.6585, -5.2761], [0.4260, 6.1226, -1.7314], [0.8878, -1.5247, 4.2218], [-3.9816, 3.7259, -4.2643], [2.7716, 6.3466, -4.3734], [0.0537, 3.7727, -1.0789], [-5.4503, -3.7111, -3.3022], [-0.6314, 1.2772, 2.4114], [-3.4045, -4.8151, -0.0099], [-2.6042, -2.9342, -1.3713], [4.9143, -0.3967, -2.0050], [-6.1577, -3.5168, -1.2891], [4.7528, 3.6272, 0.8521], [-1.8291, -4.6469, 1.4398], [-2.5210, -4.2649, 0.2991], [-2.8362, 2.1648, -1.1805], [-4.7182, -3.1385, -4.3315], [-5.5696, -3.0586, -2.0781], [1.1635, -1.7996, 1.5391], [1.2481, 1.4662, 0.9183], [2.8323, -5.5098, 3.4128], [-3.9793, -0.1200, 3.4563], [2.1920, -3.4962, 3.7456], [1.3609, 2.4792, 2.9131], [2.2451, -4.7163, 1.9491], [-0.4790, 2.9193, -0.3067]], "mulliken_charge": [-0.840, -0.522, 0.714, -1.376, -0.518, -0.810, 0.510, 0.436, -1.478, -0.265, -1.306, 0.343, -0.421, 0.381, 1.191, 0.909, -0.751, 0.372, 0.476, 0.388, -0.873, -0.296, 0.155, 1.637, 0.115, -0.175, -0.847, -0.787, 0.278, 0.458, 0.397, 0.716, 0.695, 0.488, -0.286, -1.006, 0.457, -0.457, -0.722, 0.310, 0.683, 0.366, -0.418, 0.640, 0.502, 0.031, 2.319, -1.107, 0.438, -1.007, 0.128, -1.642, 0.673, 1.053, -0.604, 0.378, 0.459, 0.216, 0.438, 0.194, -1.234, 0.423, 0.414, -0.129, -0.419, -1.295, 0.666, 0.909, -0.933, -0.676, -0.359, 0.048, 0.461, 0.645, 0.292, 0.425, 0.459, -0.652, -0.372, -0.565, 0.413, 0.200, 0.383, 0.483, -0.742, 0.707, -0.799, 0.373, -0.730, 0.399, -0.813, -0.908, -0.577, 0.431, -0.352, 0.393, -0.095, -0.834, -0.455, -0.642, 0.097, -0.792, -0.776, 0.493, 0.475, 0.572, 0.430, 0.393, -1.273, -0.703, -0.428, -0.629, -0.494, 2.808, 1.190, 0.574, 0.637, 1.153, -0.479, 0.209, 0.169]}